# 1
The following is a quantum chemistry calculation of a 2-piece molecular cluster, C4H9NO overall, from the Open Molecules 2025 dataset.

Results
2S+1: 1
Largest force on an atom in eV/Å: 0.76
Gap between HOMO and LUMO in eV: 11.20
Lowest unoccupied orbital energy in eV: 0.8942
SMILES string: CCCN=C=O.[H][H]

Geometry as XYZ:
```
15
C4H9NO | the Open Molecules 2025 dataset | ωB97M-V/def2-TZVPD
O 2.336 0.946 -1.444
N 1.198 -0.271 0.262
C -1.719 0.561 0.308
C 1.753 0.330 -0.637
C -1.084 -0.494 -0.595
C 0.105 -1.200 0.047
H -2.571 1.035 -0.190
H 0.475 -2.007 -0.593
H -2.083 0.112 1.239
H -0.740 -0.025 -1.528
H 2.886 1.502 1.022
H 2.432 1.047 1.399
H -1.822 -1.252 -0.876
H -0.163 -1.632 1.016
H -1.003 1.348 0.571
```

***

# 2
The following is a quantum chemistry calculation of C51H66AsBrHfN5O3SSbSi3 as an isolated structure, from the Open Molecules 2025 dataset.

Results
Charge: +1
2S+1: 2
Largest force on an atom in eV/Å: 3.88
Gap between HOMO and LUMO (alpha / beta) in eV: 7.46 / 4.44
Lowest unoccupied orbital energy (alpha / beta) in eV: -1.8685 / -4.8865

Geometry as XYZ:
```
133
C51H66AsBrHfN5O3SSbSi3 | the Open Molecules 2025 dataset | ωB97M-V/def2-TZVPD
Hf -0.686 0.288 0.078
Sb -1.097 -1.128 -2.727
Br -2.133 1.579 1.778
As 0.544 -0.559 2.588
S -1.348 -2.363 0.554
Si -0.673 -0.542 -5.338
Si -3.735 -1.591 -2.920
Si 0.355 -3.461 -2.769
O -1.675 1.849 -3.955
O -0.924 1.338 -1.499
O -2.759 -0.276 -0.464
N 3.469 -0.488 -1.210
N -3.431 -0.817 0.548
N 0.837 1.760 0.311
N 1.136 -0.976 -0.643
N 1.340 1.768 -1.043
C 2.783 1.676 5.451
C 1.581 -2.210 3.066
C 2.241 -0.694 -0.895
C 1.942 -4.581 2.698
C 4.512 -0.629 -0.211
C 2.756 -4.647 3.814
C 1.254 4.934 5.267
C -2.182 -2.373 5.294
C 0.947 0.459 -5.648
C 3.480 5.821 5.375
C -0.611 -4.744 -3.805
C -1.349 4.164 -4.486
C -0.661 5.348 -4.288
C 1.456 4.549 3.944
C 3.832 2.144 4.681
C 0.699 4.272 -2.639
C 1.792 0.648 3.512
C -4.597 -2.692 -1.591
C 1.778 0.918 4.875
C -4.677 -1.923 2.722
C -1.024 3.033 -3.753
C -3.922 -2.630 -4.517
C -1.201 -2.164 4.340
C 1.368 -3.374 2.333
C 3.822 0.195 -2.440
C 2.412 -2.291 4.182
C -2.780 -1.297 5.927
C -4.553 0.139 -3.118
C 3.688 5.455 4.055
C 1.999 -2.898 -3.615
C -0.413 -2.212 -6.232
C 2.838 1.149 2.741
C -3.504 -2.463 2.259
C 2.991 -3.495 4.548
C 0.854 -4.329 -1.134
C -2.853 -1.872 1.173
C 0.004 3.086 -2.805
C -4.596 -0.308 0.963
C 0.250 1.790 -2.046
C -0.779 -0.876 4.024
C 0.367 5.403 -3.366
C 2.685 4.826 3.345
C -5.237 -0.829 2.057
C 0.477 3.440 1.995
C 3.857 1.878 3.323
C 0.503 3.045 0.747
C -1.377 0.198 4.677
C -2.376 -0.012 5.610
C -2.098 0.260 -6.361
C 2.260 5.561 5.978
C 0.379 3.884 3.217
H 1.095 1.255 -4.924
H 0.066 -5.302 -4.445
H 0.393 -2.806 -5.826
H 2.094 5.842 7.008
H -3.039 -3.312 2.731
H -0.762 -3.014 3.830
H 3.625 -3.538 5.421
H 0.928 0.921 -6.631
H -1.367 -4.294 -4.437
H 5.370 -1.137 -0.657
H 2.174 -3.440 -4.538
H -3.541 -3.635 -4.368
H 1.405 -5.243 -1.343
H 2.945 0.304 -3.073
H 2.840 4.534 2.316
H -1.106 -5.457 -3.153
H 1.484 -3.693 -0.520
H -4.950 0.548 0.410
H 0.278 3.785 -0.028
H 0.900 6.326 -3.203
H 0.975 0.537 5.492
H -3.890 -3.266 -0.999
H -5.257 -3.409 -2.072
H 4.585 -0.380 -2.968
H 1.815 -0.195 -5.619
H -4.971 -2.720 -4.774
H 1.975 -1.839 -3.859
H -2.183 -0.260 -7.310
H 4.642 5.654 3.589
H -3.997 0.882 -2.552
H -1.912 1.304 -6.593
H -0.183 -2.025 -7.275
H 4.838 0.351 0.150
H -2.407 2.007 -4.565
H 4.220 1.189 -2.222
H 2.744 1.895 6.505
H -4.574 0.457 -4.157
H 0.595 1.051 -2.825
H -0.933 6.224 -4.854
H -2.156 4.111 -5.206
H -0.563 3.779 3.752
H 1.515 4.344 -1.934
H 3.202 -5.587 4.106
H -3.557 -1.461 6.657
H 1.741 -5.469 2.117
H 0.717 -3.338 1.472
H 2.857 -3.086 -2.976
H -6.157 -0.388 2.402
H -3.413 -2.205 -5.373
H -2.478 -3.383 5.537
H 2.826 0.978 1.668
H 4.677 2.246 2.723
H -1.309 -2.818 -6.208
H -5.164 -2.335 3.591
H 4.622 2.723 5.132
H -3.059 0.180 -5.865
H 0.301 4.739 5.738
H 4.265 6.308 5.933
H 2.601 -1.407 4.779
H 1.956 2.574 -1.173
H -5.204 -2.108 -0.904
H 4.148 -1.211 0.636
H -0.020 -4.595 -0.546
H -2.845 0.835 6.081
H -5.580 0.154 -2.764
H -1.080 1.209 4.431
```

***

# 3
The following is a quantum chemistry calculation of a 9-piece molecular cluster, C48H128BF4N8O16 overall, from the Open Molecules 2025 dataset.

Results
Charge: +7
2S+1: 1
Largest force on an atom in eV/Å: 3.45
Gap between HOMO and LUMO in eV: 8.46
Lowest unoccupied orbital energy in eV: -11.9499

Geometry as XYZ:
```
205
C48H128BF4N8O16 | the Open Molecules 2025 dataset | ωB97M-V/def2-TZVPD
F 0.794 -14.834 20.267
F 2.024 -13.119 19.814
F 1.517 -14.657 18.173
F 2.898 -15.230 19.831
O 0.486 -15.037 13.944
O 2.575 -18.798 17.481
O -0.936 -19.531 11.569
O -3.339 -21.856 22.616
O 3.552 -13.130 23.577
O -1.496 -15.068 23.515
O -1.956 -11.452 20.273
O -5.831 -12.697 26.237
O 4.962 -23.353 15.698
O 1.212 -4.220 23.073
O 8.717 -13.750 17.587
O 0.625 -13.435 27.874
O 4.975 -13.434 15.380
O -3.504 -15.666 18.063
O 1.512 -8.406 21.008
O -0.607 -19.047 19.299
N 2.830 -5.851 21.691
N 6.132 -13.163 18.049
N -3.138 -12.846 17.993
N -1.270 -21.360 21.089
N -0.400 -16.541 11.567
N 2.019 -12.271 25.958
N 3.925 -20.699 15.795
N -3.900 -13.411 24.042
C 2.134 -13.380 23.629
C -0.208 -14.072 28.840
C -0.538 -21.444 19.696
C -1.146 -12.203 19.362
C -1.397 -10.318 20.905
C -1.194 -18.613 10.467
C -6.272 -13.154 24.960
C 3.028 -17.429 17.443
C 0.028 -17.762 19.178
C 4.224 -14.172 22.804
C -2.406 -20.241 21.130
C 0.283 -3.041 23.098
C 8.354 -13.679 18.990
C 3.576 -4.915 22.647
C -1.853 -13.351 18.578
C 0.178 -20.203 19.184
C -1.584 -13.805 22.836
C 3.557 -7.143 21.128
C 10.048 -13.250 17.349
C -3.746 -13.648 16.822
C 1.947 -9.563 21.666
C 2.544 -7.866 20.223
C -4.021 -16.950 18.401
C -3.065 -13.191 22.653
C 1.499 -12.331 24.554
C 2.574 -3.813 22.955
C 3.498 -19.755 18.000
C 5.718 -24.430 16.216
C 4.386 -14.076 14.281
C 4.797 -21.198 14.632
C -6.749 -12.953 27.315
C 4.147 -12.993 16.478
C -1.721 -16.234 22.723
C 6.862 -13.967 19.110
C -3.323 -20.475 22.281
C 0.249 -14.404 15.151
C 0.216 -12.035 27.791
C 0.381 -15.209 11.499
C -5.277 -12.728 23.866
C -0.078 -20.585 11.246
C 0.062 -14.383 12.750
C -4.107 -22.131 23.752
C 4.559 -13.497 17.883
C -0.389 -17.366 10.297
C 1.118 -11.286 26.687
C 4.632 -20.191 17.043
C -4.373 -14.921 17.233
C 5.754 -22.334 15.111
B 1.832 -14.423 19.492
H -0.895 -10.580 21.836
H 2.537 -5.271 20.917
H -2.242 -18.326 10.552
H -5.305 -14.654 17.731
H 1.155 -14.142 15.697
H -6.475 -14.224 24.932
H -1.025 -13.074 23.419
H 10.152 -13.113 16.273
H -0.849 -11.848 27.655
H -3.784 -12.749 18.763
H 4.078 -12.848 18.615
H 5.062 -25.264 16.464
H 8.966 -14.347 19.597
H 3.277 -16.865 18.343
H 6.214 -24.017 17.094
H 4.032 -14.043 21.739
H 6.577 -13.358 17.164
H -0.325 -12.604 19.957
H -5.560 -13.172 22.912
H 3.308 -19.937 15.552
H -2.804 -20.155 20.119
H -1.323 -21.773 19.016
H 6.565 -24.749 15.608
H -6.591 -14.000 27.573
H 2.906 -3.169 23.769
H -0.686 -21.174 10.560
H 0.702 -10.550 25.999
H 1.038 -17.781 19.589
H 6.246 -22.736 14.225
H -1.260 -19.122 9.506
H -0.139 -17.202 12.284
H 4.005 -21.609 14.005
H -2.204 -14.148 19.233
H 0.602 -13.448 12.604
H -0.741 -11.541 18.597
H 1.962 -6.123 22.129
H 8.517 -12.660 19.340
H -6.626 -12.334 28.204
H -7.240 -12.699 24.750
H 3.081 -8.644 19.682
H -2.976 -19.862 23.113
H 2.090 -7.212 19.478
H -1.645 -22.282 21.257
H -3.661 -13.852 22.024
H 2.519 -3.086 22.144
H 3.944 -19.414 18.934
H -4.385 -17.454 17.505
H 3.076 -20.722 18.272
H 5.287 -20.963 17.446
H -1.800 -19.342 21.244
H 0.040 -17.481 18.125
H 3.678 -14.878 14.490
H 10.861 -13.955 17.527
H 0.291 -20.300 18.104
H 0.218 -13.838 29.815
H 4.389 -6.717 20.566
H 2.985 -11.994 26.057
H -1.346 -16.295 11.824
H 3.859 -7.718 22.003
H 0.622 -17.741 10.136
H -3.032 -13.675 15.999
H 5.301 -14.036 22.896
H -3.941 -14.412 24.174
H -0.763 -3.215 23.348
H -4.506 -12.945 16.481
H 1.799 -10.441 21.039
H -2.954 -11.926 17.619
H -2.094 -9.567 21.276
H -0.271 -13.454 15.030
H 0.161 -21.106 12.173
H 6.218 -12.161 18.143
H -0.622 -21.260 21.858
H 1.442 -15.448 11.577
H -0.203 -15.140 28.625
H -7.774 -12.704 27.043
H 6.583 -13.730 20.137
H 0.463 -12.585 24.778
H 2.972 -9.566 22.039
H -4.024 -23.212 23.860
H 0.697 -2.253 23.727
H 3.069 -13.123 16.382
H -4.793 -16.948 19.170
H 4.404 -11.934 16.441
H 6.681 -15.042 19.133
H 0.159 -22.278 19.770
H 1.148 -20.233 19.681
H 5.228 -20.355 14.093
H -0.671 -16.779 9.423
H -1.994 -17.087 23.344
H 1.938 -14.389 23.994
H 3.774 -13.400 13.684
H 1.197 -9.640 22.454
H 1.899 -10.744 27.220
H 3.984 -15.217 23.001
H -3.207 -17.614 18.689
H 3.914 -17.324 16.818
H -0.806 -16.537 22.213
H 5.254 -19.387 16.648
H 4.366 -14.556 18.055
H 6.591 -22.111 15.773
H -0.670 -9.814 20.268
H 1.743 -11.327 24.205
H 0.132 -14.711 10.562
H 10.283 -12.373 17.951
H 2.170 -16.835 17.126
H -3.455 -13.039 24.869
H 0.384 -11.528 28.742
H -3.093 -12.175 22.260
H -4.563 -15.542 16.357
H 1.656 -13.403 22.650
H 0.914 -20.311 10.886
H 4.425 -4.556 22.065
H -1.103 -13.778 21.858
H -5.083 -11.672 23.678
H 3.356 -21.521 15.938
H -1.004 -14.156 12.760
H -1.277 -13.747 17.742
H -4.294 -20.032 22.062
H -0.523 -16.922 19.598
H -0.494 -15.003 15.679
H -5.077 -21.673 23.558
H -3.697 -21.564 24.587
H -2.486 -16.051 21.969
H 5.098 -14.472 13.558
H 0.344 -2.658 22.079
H 1.942 -13.166 26.420
H -1.268 -13.819 28.791
H 3.987 -5.439 23.510
```

***

# 4
The following is a quantum chemistry calculation of one molecule with the formula C5H10O2, from the Open Molecules 2025 dataset.

Results
2S+1: 1
Largest force on an atom in eV/Å: 0.48
Gap between HOMO and LUMO in eV: 10.71
Lowest unoccupied orbital energy in eV: 1.0297
SMILES string: C[C@H]1OCC[C@H]1O

Geometry as XYZ:
```
17
C5H10O2 | the Open Molecules 2025 dataset | ωB97M-V/def2-TZVPD
O 0.024 1.230 -0.613
O -0.099 -1.993 -0.068
C -1.588 -0.123 0.379
C -1.233 1.320 0.033
C 1.977 -0.159 -0.657
C -0.197 -0.773 0.635
C 0.802 0.331 0.166
H -2.312 -0.237 1.192
H -1.161 1.920 0.956
H 1.650 -0.830 -1.456
H -1.920 1.810 -0.662
H 2.696 -0.704 -0.037
H 0.039 -1.040 1.674
H -0.228 -1.779 -1.001
H 1.181 0.875 1.051
H 2.486 0.693 -1.117
H -2.039 -0.605 -0.502
```